Version A
C21H43LaN2P3S | wB97M-V/def2-TZVPD

Structure (ORCA input):
```
! wB97M-V def2-TZVPD RIJCOSX def2/J DEFGRID3
* xyz 3 1
La 0.19 -1.41 0.13
P 1.68 1.03 1.06
P -1.56 0.18 2.08
P -1.50 3.58 -2.27
H -0.04 -3.13 -4.61
C 0.27 -2.13 -4.93
C 1.51 -1.63 -4.85
H 2.32 -2.15 -4.33
C 3.13 0.28 1.92
C 1.29 2.37 2.25
C 2.50 2.03 -0.23
C -3.18 -0.66 1.85
C -1.16 -0.40 3.78
C -2.15 1.86 2.48
C -2.27 4.66 -3.47
C -0.79 4.52 -0.91
C -2.75 2.47 -1.62
H -0.48 -1.56 -5.48
H 1.81 -0.75 -5.41
H 3.53 -0.59 1.36
H 2.85 -0.04 2.93
H 3.91 1.07 1.98
H 0.82 1.97 3.16
H 0.63 3.11 1.79
H 2.24 2.87 2.53
H 2.59 1.46 -1.17
H 3.50 2.31 0.13
H 1.91 2.93 -0.43
H -3.83 -0.40 2.70
H -3.05 -1.75 1.80
H -3.65 -0.31 0.92
H -1.96 -0.06 4.45
H -0.20 0.01 4.11
H -1.09 -1.49 3.82
H -2.89 1.78 3.29
H -2.64 2.32 1.61
H -1.33 2.51 2.80
H -3.27 4.92 -3.08
H -2.38 4.16 -4.44
H -1.68 5.58 -3.61
H -1.23 5.52 -0.89
H 0.30 4.59 -1.05
H -1.00 4.01 0.04
H -3.73 2.95 -1.77
H -2.59 2.31 -0.55
H -2.71 1.52 -2.14
C 0.35 0.09 -2.69
C -0.97 -0.43 -2.62
C -1.20 -1.79 -2.33
C -0.13 -2.68 -2.12
C 1.19 -2.19 -2.08
C 1.41 -0.77 -2.19
S 0.62 1.56 -3.60
H -0.29 2.54 -2.98
H -1.78 0.16 -3.07
H -2.20 -2.22 -2.42
H -0.34 -3.75 -2.16
H 2.01 -2.92 -2.10
H 2.42 -0.38 -2.24
C 1.99 -3.97 4.47
N 1.47 -4.00 3.11
C 1.23 -5.18 2.39
C 0.79 -4.79 1.17
N 0.73 -3.39 1.13
C 1.18 -2.96 2.34
H 1.44 -4.69 5.08
H 3.05 -4.25 4.48
H 1.88 -2.96 4.86
H 1.43 -6.13 2.85
H 0.51 -5.40 0.31
H 1.33 -1.92 2.66
*
```

HOMO level ... -15.37 eV
LUMO energy ... -9.79 eV

Atom charges from the Mulliken analysis, given in e for atoms 1 to 6: 1.09 0.71 0.56 0.79 0.30 -0.41

Version B
C21H43LaN2P3S | wB97M-V/def2-TZVPD

Structure (ORCA input):
```
! wB97M-V def2-TZVPD RIJCOSX def2/J DEFGRID3
* xyz 3 1
La 0.43 -1.02 -0.14
P 1.93 1.27 1.18
P -1.40 0.37 2.03
P -1.67 3.06 -1.92
H 0.98 -3.10 -5.23
C 0.79 -2.06 -5.05
C 1.71 -1.35 -4.20
H 2.71 -1.78 -4.14
C 3.32 0.55 2.15
C 1.32 2.46 2.45
C 2.86 2.47 0.13
C -2.96 -0.52 1.75
C -0.97 -0.40 3.67
C -2.10 1.93 2.71
C -1.94 4.01 -3.44
C -0.84 4.00 -0.65
C -3.01 2.16 -1.26
H 0.05 -1.53 -5.62
H 1.77 -0.25 -4.39
H 3.57 -0.45 1.76
H 3.04 0.46 3.21
H 4.20 1.21 2.06
H 0.77 1.93 3.24
H 0.66 3.21 1.98
H 2.19 2.97 2.90
H 3.04 2.03 -0.87
H 3.84 2.68 0.62
H 2.30 3.42 0.02
H -3.62 -0.39 2.63
H -2.79 -1.59 1.59
H -3.47 -0.10 0.87
H -1.80 -0.21 4.37
H -0.05 0.03 4.09
H -0.83 -1.49 3.55
H -2.79 1.69 3.53
H -2.67 2.47 1.94
H -1.33 2.61 3.10
H -2.92 4.49 -3.38
H -1.91 3.27 -4.28
H -1.14 4.76 -3.59
H -1.18 5.05 -0.71
H 0.26 3.99 -0.75
H -1.09 3.62 0.35
H -3.93 2.57 -1.70
H -3.08 2.26 -0.17
H -2.96 1.10 -1.52
C -0.01 -0.42 -2.61
C -1.36 -0.79 -2.83
C -1.70 -2.15 -2.85
C -0.76 -3.15 -2.56
C 0.56 -2.85 -2.19
C 1.10 -1.52 -2.64
S 0.75 1.11 -2.82
H -0.55 2.14 -2.49
H -2.04 0.00 -3.16
H -2.70 -2.47 -3.16
H -1.09 -4.15 -2.84
H 1.28 -3.65 -1.93
H 2.06 -1.33 -2.12
C 2.15 -2.36 3.62
C 1.44 -3.11 2.57
N 0.58 -2.68 1.62
C 0.02 -3.84 1.05
C 0.64 -4.93 1.57
N 1.55 -4.44 2.50
H 1.84 -2.70 4.61
H 3.23 -2.51 3.53
H 1.91 -1.31 3.48
H -0.82 -3.77 0.35
H 0.49 -5.98 1.34
H 2.16 -5.00 3.09
*
```

HOMO level (alpha / beta) ... -15.43 / -15.61 eV
LUMO energy (alpha / beta) ... -9.26 / -9.95 eV

Atom charges from the Mulliken analysis, given in e for atoms 1 to 6: 1.33 0.76 0.60 0.82 0.34 -0.82

version A is favored, and the nearest alternative lies 126.5 kJ/mol above it.

Version A
C3H3ClN2 | wB97M-V/def2-TZVPD

Structure (ORCA input):
```
! wB97M-V def2-TZVPD RIJCOSX def2/J DEFGRID3
* xyz 0 1
C 0.64 1.22 -0.12
C -1.02 -0.47 0.16
C 1.86 0.72 -0.51
N -0.53 0.80 0.02
N -0.94 -1.45 -0.61
Cl 2.55 -0.43 0.39
H 0.65 2.40 -0.20
H -1.76 -0.55 1.11
H -1.45 -2.25 -0.24
*
```

HOMO level (alpha / beta) ... -9.13 / -9.13 eV
LUMO energy (alpha / beta) ... -1.61 / -1.61 eV

Atom charges from the Mulliken analysis, given in e for atoms 1 to 6: 0.20 0.09 -0.12 -0.37 -0.56 -0.01

Version B
C3H3ClN2 | wB97M-V/def2-TZVPD

Structure (ORCA input):
```
! wB97M-V def2-TZVPD RIJCOSX def2/J DEFGRID3
* xyz 0 1
C 0.23 -1.85 -0.41
C 0.04 1.16 -0.51
C 0.29 -0.86 0.54
N 0.32 -2.68 -1.22
N -0.50 1.98 0.18
Cl -1.10 -0.77 1.59
H 0.32 0.66 -1.33
H 1.17 -0.64 1.17
H -0.78 3.00 -0.01
*
```

HOMO level (alpha / beta) ... -8.42 / -8.42 eV
LUMO energy (alpha / beta) ... -0.04 / -0.04 eV

Atom charges from the Mulliken analysis, given in e for atoms 1 to 6: 0.40 0.04 -0.55 -0.41 -0.34 -0.17

version B is favored, and the nearest alternative lies 95.5 kJ/mol above it.

Version A
C6H6N2S | wB97M-V/def2-TZVPD

Structure (ORCA input):
```
! wB97M-V def2-TZVPD RIJCOSX def2/J DEFGRID3
* xyz 0 1
C -3.85 -0.05 -0.41
C 0.75 -0.33 -0.80
C 0.15 -1.50 -0.18
C 0.35 0.94 -0.59
C -0.78 -1.45 0.79
C -0.40 1.33 0.62
N -4.97 -0.02 -0.71
N -2.55 0.17 -0.37
S -1.71 0.08 1.02
H 1.32 -0.67 -1.56
H 0.53 -2.38 -0.57
H 0.64 1.86 -1.15
H -1.23 -2.30 1.06
H 0.03 1.27 1.64
H -0.89 2.18 0.37
*
```

HOMO level (alpha / beta) ... -8.64 / -8.64 eV
LUMO energy (alpha / beta) ... -0.88 / -0.88 eV

Atom charges from the Mulliken analysis, given in e for atoms 1 to 6: 0.36 -0.36 -0.15 -0.25 -0.63 -0.68

Version B
C6H6N2S | wB97M-V/def2-TZVPD

Structure (ORCA input):
```
! wB97M-V def2-TZVPD RIJCOSX def2/J DEFGRID3
* xyz 0 1
C -0.86 2.51 -1.10
S 0.45 1.22 -0.92
C -0.35 -0.06 -0.12
C -1.85 -0.13 0.11
N 0.34 -1.03 0.37
C 1.49 -1.55 0.60
C 2.49 -2.16 1.04
C 3.70 -2.78 1.33
N 4.52 -3.48 1.72
H -0.44 3.37 -1.70
H -1.11 2.93 -0.08
H -1.68 2.09 -1.47
H -2.44 0.64 0.56
H -2.03 -1.12 0.57
H -2.22 -0.46 -0.91
*
```

HOMO level ... -8.70 eV
LUMO energy ... -0.47 eV
SMILES ... CS/C(C)=N\C#CC#N

Atom charges from the Mulliken analysis, given in e for atoms 1 to 6: -0.90 -0.02 0.62 -1.19 -0.41 1.16

version B is favored, and the nearest alternative lies 55.4 kJ/mol above it.

Version A
C36H44F4O4 | wB97M-V/def2-TZVPD

Structure (ORCA input):
```
! wB97M-V def2-TZVPD RIJCOSX def2/J DEFGRID3
* xyz 0 1
F 21.77 9.97 4.41
C 22.82 9.29 4.94
C 23.85 10.01 5.55
C 24.93 9.27 6.01
C 24.98 7.89 5.86
C 23.96 7.23 5.19
C 22.84 7.93 4.75
H 23.61 11.06 5.68
H 25.79 9.79 6.42
H 25.80 7.28 6.23
H 24.05 6.17 4.97
H 22.03 7.43 4.25
F 26.36 12.91 -2.82
C 27.43 12.15 -3.13
C 27.61 11.84 -4.46
C 28.69 11.05 -4.82
C 29.50 10.52 -3.84
C 29.33 10.87 -2.50
C 28.26 11.68 -2.13
H 26.96 12.29 -5.20
H 28.79 10.73 -5.85
H 30.21 9.74 -4.10
H 30.03 10.52 -1.75
H 28.04 11.89 -1.09
F 31.29 10.56 2.71
C 31.96 11.07 1.65
C 31.30 11.85 0.72
C 32.01 12.30 -0.37
C 33.35 11.97 -0.54
C 34.00 11.22 0.43
C 33.30 10.75 1.55
H 30.28 12.17 0.87
H 31.50 12.88 -1.13
H 33.85 12.41 -1.39
H 35.07 11.10 0.36
H 33.75 10.10 2.29
F 25.75 8.76 -0.38
C 26.19 9.54 0.63
C 25.24 9.96 1.55
C 25.60 10.87 2.52
C 26.91 11.26 2.70
C 27.89 10.71 1.88
C 27.52 9.82 0.87
H 24.19 9.81 1.33
H 24.79 11.22 3.14
H 27.14 12.02 3.42
H 28.93 10.82 2.15
H 28.35 9.34 0.35
C 31.87 14.60 4.23
C 30.37 14.41 4.10
C 29.86 13.01 4.27
O 29.65 15.34 3.81
H 32.26 15.38 3.59
H 32.37 13.64 4.17
H 32.11 14.92 5.25
H 30.35 12.52 5.11
H 30.07 12.59 3.29
H 28.79 12.98 4.47
C 21.64 9.13 1.19
C 20.40 8.57 0.57
C 19.83 7.28 1.06
O 19.83 9.19 -0.30
H 22.14 9.78 0.47
H 22.28 8.27 1.42
H 21.62 9.75 2.09
H 20.58 6.64 1.53
H 19.48 6.77 0.16
H 18.98 7.44 1.72
C 20.88 12.72 3.59
C 21.50 13.09 2.29
C 20.72 13.86 1.27
O 22.70 12.99 2.14
H 20.20 13.50 3.92
H 21.57 12.64 4.42
H 20.23 11.85 3.52
H 20.51 13.31 0.35
H 21.28 14.76 1.03
H 19.76 14.19 1.68
C 28.45 5.63 -2.64
C 28.87 5.73 -1.18
C 29.35 4.43 -0.51
O 28.70 6.74 -0.55
H 27.54 6.22 -2.78
H 28.23 4.61 -2.94
H 29.25 6.12 -3.21
H 28.87 4.37 0.47
H 30.42 4.42 -0.32
H 28.93 3.60 -1.07
*
```

HOMO level ... -8.83 eV
LUMO energy ... 0.66 eV
SMILES ... Fc1ccccc1.Fc1ccccc1.Fc1ccccc1.Fc1ccccc1.CC(C)=O.CC(C)=O.CC(C)=O.CC(C)=O

Atom charges from the Mulliken analysis, given in e for atoms 1 to 6: -0.28 0.65 -0.67 -0.24 -0.68 -0.31

Version B
C36H44F4O4 | wB97M-V/def2-TZVPD

Structure (ORCA input):
```
! wB97M-V def2-TZVPD RIJCOSX def2/J DEFGRID3
* xyz 0 1
F -2.07 5.69 -5.70
C -1.93 5.01 -4.52
C -0.71 5.01 -3.93
C -0.53 4.35 -2.68
C -1.63 3.69 -2.11
C -2.84 3.72 -2.74
C -3.04 4.36 -3.96
H 0.13 5.48 -4.44
H 0.50 4.31 -2.29
H -1.51 3.19 -1.15
H -3.75 3.29 -2.30
H -4.04 4.44 -4.40
F -1.58 -2.92 1.21
C -2.03 -3.28 -0.05
C -3.37 -3.42 -0.34
C -3.77 -3.75 -1.62
C -2.84 -3.89 -2.63
C -1.47 -3.76 -2.34
C -1.07 -3.53 -1.05
H -4.10 -3.25 0.47
H -4.84 -3.82 -1.87
H -3.14 -4.04 -3.66
H -0.73 -3.86 -3.11
H -0.04 -3.37 -0.72
F -6.40 0.52 -3.59
C -5.04 0.32 -3.56
C -4.38 0.48 -4.77
C -3.04 0.10 -4.87
C -2.34 -0.39 -3.76
C -3.04 -0.52 -2.56
C -4.40 -0.18 -2.44
H -4.98 0.90 -5.58
H -2.51 0.19 -5.84
H -1.30 -0.71 -3.83
H -2.48 -0.94 -1.72
H -4.92 -0.42 -1.52
F -0.74 0.30 -0.70
C 0.62 0.18 -0.55
C 1.10 -0.24 0.70
C 2.47 -0.47 0.81
C 3.29 -0.19 -0.25
C 2.77 0.34 -1.42
C 1.43 0.54 -1.58
H 0.38 -0.33 1.47
H 2.82 -0.89 1.75
H 4.38 -0.23 -0.13
H 3.43 0.62 -2.25
H 1.01 0.98 -2.46
C -2.25 1.24 2.07
C -3.31 1.80 3.03
C -4.10 0.70 3.73
O -3.44 2.97 3.19
H -2.42 1.39 1.01
H -2.15 0.17 2.21
H -1.28 1.69 2.25
H -4.72 1.12 4.53
H -3.39 -0.07 4.06
H -4.74 0.29 2.94
C 3.37 3.19 1.77
C 3.91 3.24 3.19
C 4.32 4.61 3.75
O 3.99 2.28 3.90
H 3.41 2.19 1.37
H 3.96 3.88 1.13
H 2.33 3.50 1.82
H 5.40 4.69 3.88
H 3.96 4.82 4.75
H 4.06 5.46 3.16
C 6.59 -5.38 0.36
C 5.48 -4.51 -0.25
C 4.47 -3.89 0.70
O 5.55 -4.14 -1.37
H 6.31 -6.23 0.97
H 7.09 -4.73 1.07
H 7.23 -5.70 -0.46
H 4.03 -4.72 1.36
H 3.69 -3.37 0.19
H 5.07 -3.27 1.40
C 0.43 -2.44 4.04
C 0.43 -0.93 4.23
C 1.77 -0.31 4.51
O -0.56 -0.29 4.27
H 0.99 -2.87 4.89
H 0.97 -2.71 3.11
H -0.59 -2.83 4.03
H 2.62 -0.85 4.12
H 1.95 -0.28 5.59
H 1.81 0.70 4.11
*
```

HOMO level ... -9.18 eV
LUMO energy ... 0.39 eV
SMILES ... Fc1ccccc1.Fc1ccccc1.Fc1ccccc1.Fc1ccccc1.CC(C)=O.CC(C)=O.CC(C)=O.CC(C)=O

Atom charges from the Mulliken analysis, given in e for atoms 1 to 6: -0.33 0.35 -0.42 -0.46 -0.35 -0.19

version B is favored, and the nearest alternative lies 39.6 kJ/mol above it.

Version A
C5H8NO3S | wB97M-V/def2-TZVPD

Structure (ORCA input):
```
! wB97M-V def2-TZVPD RIJCOSX def2/J DEFGRID3
* xyz -1 1
C 0.92 0.41 0.23
C 1.85 0.97 -0.57
C -0.48 0.91 0.06
C 3.27 0.65 -0.75
C -1.41 -1.39 0.75
N -1.68 0.03 0.73
O -4.20 -0.56 1.05
O -0.78 2.03 -0.31
O -3.62 -0.55 -1.28
S -3.52 0.17 0.00
H 1.25 -0.41 1.02
H 1.54 1.77 -1.16
H 3.99 1.40 -0.77
H 3.63 -0.10 0.04
H 3.23 -0.12 -1.57
H -0.77 -1.93 0.00
H -0.85 -1.55 1.62
H -2.38 -1.74 0.90
*
```

HOMO level ... -3.71 eV
LUMO energy ... 3.10 eV

Atom charges from the Mulliken analysis, given in e for atoms 1 to 6: -0.39 0.13 0.42 -1.20 -1.12 -0.28

Version B
C5H8NO3S | wB97M-V/def2-TZVPD

Structure (ORCA input):
```
! wB97M-V def2-TZVPD RIJCOSX def2/J DEFGRID3
* xyz -1 1
C 0.70 -0.44 0.24
C -0.56 -0.85 -0.54
C 1.41 0.91 -0.09
C -1.68 0.07 -0.10
C -1.41 1.48 0.15
N 0.67 2.01 0.30
O -0.21 3.06 2.54
O 2.18 2.63 2.28
O -1.94 1.12 -1.06
S 0.86 2.07 2.20
H 0.39 -0.49 1.27
H 1.34 -1.42 0.22
H -0.32 -0.84 -1.53
H -0.94 -1.81 -0.16
H 2.30 0.95 0.48
H 1.83 1.01 -1.24
H -2.70 -0.30 0.16
H -1.74 2.19 0.84
*
```

HOMO level (alpha / beta) ... -3.41 / -3.41 eV
LUMO energy (alpha / beta) ... 3.49 / 3.49 eV

Atom charges from the Mulliken analysis, given in e for atoms 1 to 6: -0.47 -1.01 -0.55 0.19 -0.23 -0.53

version A is favored, and the nearest alternative lies 242.4 kJ/mol above it.

Version A
C2H3ISi | wB97M-V/def2-TZVPD

Structure (ORCA input):
```
! wB97M-V def2-TZVPD RIJCOSX def2/J DEFGRID3
* xyz 0 1
Si -0.14 0.13 0.02
C -0.21 1.96 0.19
C 0.13 3.25 0.48
I 0.34 5.26 0.43
H 0.69 -0.29 -1.01
H -1.51 -0.24 -0.42
H 0.42 -0.82 1.06
*
```

HOMO level ... -9.39 eV
LUMO energy ... -0.12 eV
SMILES ... [SiH3]C#CI

Atom charges from the Mulliken analysis, given in e for atoms 1 to 6: 0.39 -0.04 -0.29 0.26 -0.13 -0.10

Version B
C2H3ISi | wB97M-V/def2-TZVPD

Structure (ORCA input):
```
! wB97M-V def2-TZVPD RIJCOSX def2/J DEFGRID3
* xyz 0 1
Si 0.10 0.19 -0.12
C 0.53 1.10 -1.75
C 1.04 1.86 -2.63
I 1.57 3.16 -4.10
H 0.84 0.77 1.13
H 0.31 -1.38 -0.06
H -1.20 0.58 0.23
*
```

HOMO level ... -9.55 eV
LUMO energy ... 0.16 eV
SMILES ... [SiH3]C#CI

Atom charges from the Mulliken analysis, given in e for atoms 1 to 6: 0.34 -0.17 -0.18 0.25 -0.08 -0.06

version B is favored, and the nearest alternative lies 68.9 kJ/mol above it.

Version A
C6H17N2 | wB97M-V/def2-TZVPD

Structure (ORCA input):
```
! wB97M-V def2-TZVPD RIJCOSX def2/J DEFGRID3
* xyz 2 2
C -0.80 1.22 0.04
N -0.10 1.32 -1.20
C 2.74 0.79 -1.57
C 2.83 0.01 -0.30
C -1.42 -0.19 0.25
N -0.40 -0.95 1.53
C -1.31 -1.35 2.53
C -1.82 -0.87 -1.12
H -1.65 1.91 0.02
H -0.13 1.50 0.87
H -0.29 2.22 -1.68
H 3.43 1.64 -1.58
H 2.78 0.24 -2.51
H 3.55 -0.83 -0.38
H 3.15 0.62 0.55
H 1.88 -0.42 0.03
H -2.36 -0.20 0.77
H 1.60 1.22 -1.62
H -0.42 -0.96 0.34
H -0.72 -2.05 3.14
H -1.67 -0.51 3.14
H -2.24 -1.80 2.17
H -2.52 -0.27 -1.69
H -0.90 -0.99 -1.71
H -2.22 -1.86 -0.88
*
```

⟨S²⟩ ... 1.513
HOMO level (alpha / beta) ... -19.72 / -19.60 eV
LUMO energy (alpha / beta) ... -12.65 / -10.97 eV

Atom charges from the Mulliken analysis, given in e for atoms 1 to 6: -0.61 -0.33 -0.20 -0.68 -0.04 -0.11

Version B
C6H17N2 | wB97M-V/def2-TZVPD

Structure (ORCA input):
```
! wB97M-V def2-TZVPD RIJCOSX def2/J DEFGRID3
* xyz 2 2
N -3.99 -0.88 -1.91
C -0.11 0.02 -0.06
C 0.96 0.45 -0.93
C 2.29 -0.47 -0.85
C 3.43 0.32 -1.49
C -0.59 0.88 1.05
N -0.30 0.53 2.47
C -1.07 -0.55 3.02
H -3.12 -0.67 -1.46
H -4.85 -0.64 -1.48
H -4.01 -1.09 -2.90
H -0.85 -0.63 -0.53
H 1.28 1.48 -0.70
H 0.74 0.58 -2.00
H 2.41 -0.52 0.23
H 1.94 -1.34 -1.41
H 3.66 1.12 -0.80
H 3.05 0.69 -2.46
H 4.25 -0.26 -1.90
H -1.67 1.10 1.04
H -0.22 1.91 0.91
H 0.71 0.48 2.66
H -2.10 -0.21 3.20
H -1.12 -1.38 2.29
H -0.74 -0.92 3.99
*
```

⟨S²⟩ ... 0.769
HOMO level (alpha / beta) ... -15.21 / -15.34 eV
LUMO energy (alpha / beta) ... -12.11 / -12.75 eV

Atom charges from the Mulliken analysis, given in e for atoms 1 to 6: -0.48 0.40 -1.07 -0.25 -1.17 -1.07

version B is favored, and the nearest alternative lies 385.6 kJ/mol above it.

Version A
H3PS2 | wB97M-V/def2-TZVPD

Structure (ORCA input):
```
! wB97M-V def2-TZVPD RIJCOSX def2/J DEFGRID3
* xyz 0 1
P -0.05 0.45 0.26
S 0.00 0.81 -1.65
S 0.40 -1.55 0.50
H 0.95 0.85 1.29
H -1.29 0.73 0.85
H 0.00 -1.29 -1.25
*
```

HOMO level ... -9.24 eV
LUMO energy ... -0.30 eV

For reference, the Mulliken charges in units of e are: 0.23 -0.38 -0.32 0.11 0.12 0.23

Version B
H3PS2 | wB97M-V/def2-TZVPD

Structure (ORCA input):
```
! wB97M-V def2-TZVPD RIJCOSX def2/J DEFGRID3
* xyz 0 1
P 2.76 1.99 0.22
S 0.46 0.31 -1.53
S 1.01 0.91 0.23
H 3.24 1.67 -1.14
H -1.05 -0.92 0.57
H -0.59 -0.69 1.31
*
```

HOMO level (alpha / beta) ... -8.86 / -9.09 eV
LUMO energy (alpha / beta) ... -1.97 / -1.75 eV

For reference, the Mulliken charges in units of e are: 0.01 -0.17 0.06 0.09 0.03 -0.01

version A is favored, and the nearest alternative lies 105.1 kJ/mol above it.